Record 1
{
  "formula": "C5H7NO",
  "method": "ωB97M-V with the def2-TZVPD basis set",
  "e_above_lowest_ev": 4.1174,
  "gap_ev": [7.528, 7.530],
  "homo_energy_ev": [-7.4753, -7.4757],
  "spin_multiplicity": 1,
  "max_force_ev_per_a": 0.4,
  "species": ["O", "C", "C", "C", "C", "C", "N", "H", "H", "H", "H", "H", "H", "H"],
  "coordinates": [[0.2130, -1.7986, -0.4649], [0.4667, -0.6119, -0.8827], [-0.5534, 0.3580, -1.3892], [-1.2201, 0.6994, -0.0738], [-0.5244, 0.6049, 1.0932], [0.7998, 0.0743, 1.1808], [1.4952, -0.0522, -0.1347], [-1.2750, -0.1031, -2.0690], [-0.0620, 1.1921, -1.8913], [-2.3062, 0.7569, -0.0565], [-1.0329, 0.7946, 2.0370], [0.3568, -1.5392, 0.6640], [1.4419, 0.4017, 1.9985], [2.2005, -0.7769, -0.0115]],
  "forces_ev_per_a": [[0.0, 0.2, 0.0], [-0.1, 0.0, 0.1], [0.1, 0.0, -0.2], [0.0, 0.0, 0.2], [0.0, -0.2, -0.1], [-0.2, 0.2, 0.3], [0.1, -0.2, -0.1], [0.1, 0.0, 0.1], [-0.1, -0.1, 0.1], [0.2, 0.0, 0.0], [0.1, 0.0, -0.2], [0.1, 0.0, -0.1], [-0.1, 0.0, -0.2], [-0.1, 0.1, 0.0]]
}

=====

Record 2
{
  "formula": "C5H7NO",
  "method": "ωB97M-V with the def2-TZVPD basis set",
  "e_above_lowest_ev": 0.7577,
  "gap_ev": 11.073,
  "smiles": "C[C@H](C#N)CC=O",
  "homo_energy_ev": -10.4863,
  "spin_multiplicity": 1,
  "max_force_ev_per_a": 1.1,
  "species": ["C", "C", "C", "C", "O", "C", "N", "H", "H", "H", "H", "H", "H", "H"],
  "coordinates": [[1.5015, 0.3502, -0.0372], [0.2099, -0.2875, -0.5686], [-1.0280, 0.2048, 0.1992], [-1.0815, -0.4027, 1.5888], [-0.7669, -1.5457, 1.8195], [0.0601, -0.0182, -2.0062], [-0.0542, 0.2029, -3.1360], [2.3733, -0.0024, -0.5949], [1.6404, 0.0879, 1.0165], [1.4575, 1.4412, -0.1242], [0.2644, -1.3751, -0.4406], [-1.0452, 1.2987, 0.2581], [-1.9459, -0.0945, -0.3256], [-1.4328, 0.2576, 2.4059]],
  "forces_ev_per_a": [[0.1, 0.0, 0.0], [0.0, -0.1, 0.0], [0.0, 0.0, 0.0], [0.1, -0.3, 0.0], [-0.1, 0.5, -0.1], [-0.1, 0.2, -1.0], [0.1, -0.2, 1.1], [-0.1, 0.0, 0.1], [0.0, 0.0, -0.2], [0.0, -0.2, 0.0], [0.0, 0.1, -0.1], [0.0, -0.1, 0.0], [0.1, 0.0, 0.1], [-0.1, -0.1, -0.1]]
}

=====

Record 3
{
  "formula": "C5H7NO",
  "method": "ωB97M-V with the def2-TZVPD basis set",
  "e_above_lowest_ev": 6.0371,
  "gap_ev": [9.706, 9.706],
  "homo_energy_ev": [-9.1571, -9.1574],
  "spin_multiplicity": 1,
  "max_force_ev_per_a": 2.0,
  "species": ["C", "N", "C", "O", "C", "C", "C", "H", "H", "H", "H", "H", "H", "H"],
  "coordinates": [[-1.7942, -1.2249, 0.7795], [-1.1682, -1.0275, -1.1661], [-0.3818, -0.1096, -0.8778], [-0.4420, 0.4225, 0.4159], [0.7249, 1.1886, 0.2395], [1.8654, 0.3021, -0.0873], [0.8711, 0.7216, -1.1686], [-2.8000, -1.0840, 0.4475], [-1.3360, -2.1949, 0.7605], [-1.6143, -0.7151, 1.7526], [0.7121, 2.1532, 0.7180], [1.8714, -0.7332, 0.2503], [2.8346, 0.7870, -0.1246], [1.1351, 1.2830, -2.0516]],
  "forces_ev_per_a": [[-0.5, -0.7, -0.9], [0.1, 0.4, 1.9], [-0.4, -0.1, 0.8], [0.5, 0.7, 0.4], [0.5, 0.7, -0.1], [0.2, 0.0, 0.0], [0.1, 0.1, -0.5], [-0.5, -0.6, 0.0], [-0.5, -0.5, 0.0], [0.2, -0.1, -1.4], [0.3, 0.2, -0.2], [0.0, 0.2, 0.0], [0.0, -0.1, -0.1], [0.0, -0.2, -0.1]]
}

=====

Record 4
{
  "formula": "C5H7NO",
  "method": "ωB97M-V with the def2-TZVPD basis set",
  "e_above_lowest_ev": 3.1153,
  "gap_ev": 10.351,
  "homo_energy_ev": -9.9184,
  "spin_multiplicity": 1,
  "max_force_ev_per_a": 4.3,
  "species": ["C", "C", "C", "N", "C", "O", "C", "H", "H", "H", "H", "H", "H", "H"],
  "coordinates": [[-1.7288, -0.6883, 0.1432], [-0.6951, 0.2881, -0.4767], [-0.6568, 1.6074, 0.1883], [-0.5157, 1.9940, 1.2805], [0.7133, 0.1255, 0.2481], [0.7165, 0.2496, 1.4828], [1.9883, -0.1827, -0.4520], [-1.5044, -0.8123, 1.2041], [-2.7568, -0.3249, 0.0479], [-1.6830, -1.6756, -0.3388], [-0.8026, 0.2861, -1.5778], [2.7444, 0.0101, 0.3068], [2.2261, 0.3727, -1.3644], [1.9545, -1.2497, -0.6919]],
  "forces_ev_per_a": [[0.1, 0.1, 0.1], [0.6, 0.3, 0.5], [-2.8, 1.2, 1.5], [-1.5, 2.4, -2.0], [0.7, -1.7, 2.6], [1.5, -2.7, -3.0], [0.3, -0.1, 0.0], [-0.1, 0.1, -0.1], [0.3, 0.1, -0.1], [0.2, 0.4, 0.0], [0.8, 0.1, 0.6], [0.2, -0.2, -0.2], [-0.4, 0.0, 0.1], [0.2, 0.0, -0.1]]
}

=====

Record 5
{
  "formula": "C5H7NO",
  "method": "ωB97M-V with the def2-TZVPD basis set",
  "e_above_lowest_ev": 3.8646,
  "gap_ev": 8.991,
  "smiles": "C=C=C/C(O)=N/C",
  "homo_energy_ev": -8.3890,
  "spin_multiplicity": 1,
  "max_force_ev_per_a": 2.1,
  "species": ["C", "N", "C", "C", "C", "C", "O", "H", "H", "H", "H", "H", "H", "H"],
  "coordinates": [[1.7906, -0.9003, -1.0955], [0.7936, -0.3108, -0.2406], [-0.2293, 1.2321, 2.4027], [-0.8216, 0.9084, 1.3005], [-1.4128, 0.3452, 0.2798], [-0.4251, -0.3301, -0.5776], [-0.8802, -0.8227, -1.7591], [1.6817, -0.5899, -2.1425], [1.7404, -1.9947, -1.0578], [2.7778, -0.5928, -0.7369], [0.4574, 2.0635, 2.5033], [-1.1930, 1.1181, 2.9257], [-2.4564, 0.5028, 0.0338], [-1.8231, -0.6288, -1.8359]],
  "forces_ev_per_a": [[0.2, -0.1, -0.2], [-0.4, -0.1, -0.2], [-1.2, 0.8, -0.4], [0.3, 0.2, -0.6], [0.1, 0.0, -0.2], [0.3, -0.2, 0.1], [-0.1, -0.2, -0.2], [0.0, -0.1, 0.1], [0.1, 0.1, -0.1], [-0.1, -0.1, -0.1], [-0.2, 0.0, 0.2], [0.8, -0.5, 1.9], [0.2, 0.4, -0.3], [0.2, -0.1, -0.1]]
}

=====

Record 6
{
  "formula": "C5H7NO",
  "method": "ωB97M-V with the def2-TZVPD basis set",
  "e_above_lowest_ev": 4.5946,
  "gap_ev": 10.271,
  "smiles": "C1=CC1.C#N.C=O",
  "homo_energy_ev": -9.7995,
  "spin_multiplicity": 1,
  "max_force_ev_per_a": 1.1,
  "species": ["C", "C", "C", "O", "C", "N", "C", "H", "H", "H", "H", "H", "H", "H"],
  "coordinates": [[-1.5659, -0.4602, 0.3972], [-1.4590, 0.4541, -0.7882], [0.9128, 1.6153, 0.1464], [1.1394, 1.1330, 1.2333], [1.9576, -1.5037, 0.5454], [1.8500, -2.3936, -0.1819], [-0.8301, -0.6729, -0.8924], [-1.0250, -0.2382, 1.3251], [-2.4993, -1.0047, 0.5538], [-1.8288, 1.3487, -1.2647], [0.2368, 2.4813, 0.0433], [1.3719, 1.2429, -0.7885], [1.9854, -0.6179, 1.1643], [-0.2757, -1.3793, -1.4908]],
  "forces_ev_per_a": [[-0.1, -0.1, 0.3], [0.0, -0.2, -0.2], [0.1, -0.1, 0.4], [-0.1, 0.4, -0.4], [-0.1, -0.9, -0.7], [0.2, 0.8, 0.7], [-0.2, 0.2, -0.2], [0.0, 0.0, -0.3], [0.1, 0.1, 0.1], [0.1, -0.1, 0.1], [0.1, -0.1, 0.0], [0.0, 0.0, 0.2], [0.0, -0.2, -0.1], [0.0, 0.1, 0.2]]
}